Entry 1:
ORCA calculation (wB97M-V/def2-TZVPD) on a molecular structure, C17H18ClFFeN3O7.

Structure (XYZ):
```
48
Properties=species:S:1:pos:R:3
Fe -0.70 -21.36 0.60
O 0.18 -24.99 1.54
Cl -0.24 -24.14 0.49
O -0.74 -24.79 -0.67
O -1.52 -23.20 1.07
O 0.80 -23.06 0.33
F 2.96 -17.35 4.43
C 1.94 -16.97 3.56
C 1.29 -18.01 2.91
C 0.30 -17.68 2.01
C -0.29 -18.67 1.17
O 0.32 -19.80 1.00
C -1.50 -18.23 0.47
C -1.99 -16.99 0.61
N -1.25 -15.98 1.23
C -1.78 -14.65 1.06
C -1.95 -13.74 2.19
C -3.18 -14.40 1.65
C -0.06 -16.27 1.84
C 0.82 -15.29 2.31
C 1.88 -15.61 3.16
N 2.85 -14.65 3.45
C 2.47 -13.36 4.00
C 3.62 -12.56 4.48
N 4.68 -13.36 5.21
C 5.02 -14.75 4.68
C 4.20 -15.08 3.36
C -2.38 -19.14 -0.36
O -3.38 -18.77 -0.96
O -2.03 -20.41 -0.39
H 1.54 -19.07 3.04
H -2.86 -16.76 0.01
H -1.68 -14.17 0.08
H -1.96 -12.64 1.87
H -1.57 -14.10 3.15
H -3.76 -13.80 0.94
H -3.65 -15.23 2.22
H 0.62 -14.23 2.01
H 1.78 -13.48 4.88
H 1.95 -12.73 3.23
H 3.30 -11.74 5.15
H 4.14 -12.01 3.69
H 4.42 -13.47 6.18
H 5.53 -12.74 5.14
H 4.83 -15.48 5.48
H 6.03 -14.84 4.29
H 4.26 -16.18 3.17
H 4.69 -14.61 2.51
```

Summary:
- 2S+1 = 6
- HOMO energy (alpha / beta) (hartree) = -0.542 / -0.541
- F_max (hartree/bohr) = 0.062
- net charge = +2
- E (eV) = -86325.131
- ⟨S²⟩ = 8.763
- gap between HOMO and LUMO (alpha / beta) (eV) = 8.09 / 6.07
- LUMO level (alpha / beta) (eV) = -6.66 / -8.64

Entry 2:
ORCA calculation (wB97M-V/def2-TZVPD) on C4H6N2O2 in the gas phase.

Structure (XYZ):
```
14
Properties=species:S:1:pos:R:3
C 0.99 -0.47 -0.78
C -0.23 -1.17 -0.53
C -0.92 -0.34 0.37
C -0.28 0.87 0.39
H 1.97 -1.87 -1.97
H 3.01 -0.74 -1.22
H -0.44 -2.19 -0.91
H -2.17 -0.05 1.89
H -2.04 -1.71 1.45
H -0.54 2.78 0.57
N 2.07 -0.93 -1.63
N -2.12 -0.72 1.07
O -0.52 1.98 1.12
O 0.92 0.76 -0.21
```

Summary:
- HOMO energy (hartree) = -0.260
- F_max (hartree/bohr) = 0.069
- net charge = 0
- E (eV) = -11318.927
- gap between HOMO and LUMO (eV) = 7.87
- LUMO level (eV) = 0.79
- relative energy (zero: lowest compared OMol25 entry of this formula, charge and spin) (kJ/mol) = 204.1

Entry 3:
ORCA calculation (wB97M-V/def2-TZVPD) on a molecular structure, C28H29ClN6O5PPt.

Structure (XYZ):
```
71
Properties=species:S:1:pos:R:3
Pt -0.40 -0.36 0.37
N 2.06 -1.86 0.88
P 1.80 -0.29 0.19
C 2.43 -0.50 -1.48
C 3.70 -1.03 -1.68
C 4.16 -1.26 -2.96
C 3.35 -0.98 -4.05
C 2.07 -0.46 -3.86
C 1.61 -0.22 -2.57
C 2.93 0.67 1.20
C 2.83 0.57 2.59
C 3.69 1.30 3.39
C 4.66 2.11 2.81
C 4.76 2.21 1.43
C 3.89 1.49 0.62
C 1.15 -2.83 0.60
C 1.40 -4.19 0.75
C 0.45 -5.10 0.34
C -0.73 -4.64 -0.24
C -0.93 -3.29 -0.34
N -0.04 -2.39 0.12
H 2.91 -2.12 1.36
H 4.34 -1.26 -0.83
H 5.16 -1.66 -3.12
H 3.71 -1.17 -5.06
H 1.44 -0.24 -4.70
H 0.62 0.21 -2.42
H 2.07 -0.05 3.04
H 3.61 1.23 4.47
H 5.34 2.67 3.44
H 5.51 2.84 0.98
H 3.95 1.58 -0.46
H 2.35 -4.51 1.15
H 0.63 -6.16 0.45
H -1.48 -5.32 -0.62
H -1.82 -2.88 -0.80
C -6.46 -2.51 1.18
C -5.08 -1.98 1.01
C -4.15 -2.00 2.04
C -2.88 -1.49 1.84
N -2.50 -0.94 0.67
C -3.38 -0.94 -0.34
C -4.66 -1.44 -0.21
H -6.66 -2.80 2.21
H -6.61 -3.39 0.55
H -7.20 -1.77 0.87
H -4.40 -2.41 3.01
H -2.14 -1.52 2.63
H -3.03 -0.52 -1.27
H -5.32 -1.40 -1.06
C 1.17 4.25 -1.60
N 0.32 3.69 -0.54
C -0.58 4.45 0.11
C -1.41 3.90 1.02
C -1.37 2.49 1.20
N -0.49 1.73 0.53
C 0.39 2.34 -0.35
O 1.24 1.69 -0.96
N -2.20 1.94 2.09
H 0.95 5.31 -1.68
H 0.94 3.75 -2.54
H 2.21 4.10 -1.35
H -0.60 5.50 -0.13
H -2.14 4.49 1.55
H -2.97 2.50 2.40
H -2.38 0.96 2.00
O -1.52 0.81 -2.05
Cl -2.37 2.00 -2.00
O -3.32 1.95 -3.06
O -1.53 3.16 -2.08
O -3.06 2.00 -0.72
```

Summary:
- HOMO energy (hartree) = -0.420
- F_max (hartree/bohr) = 0.018
- net charge = +1
- E (eV) = -73734.040
- gap between HOMO and LUMO (eV) = 8.88
- LUMO level (eV) = -2.54
- relative energy (zero: lowest compared OMol25 entry of this formula, charge and spin) (kJ/mol) = 0.0

Entry 4:
ORCA calculation (wB97M-V/def2-TZVPD) on a molecular structure, C35H51GaN5O2SbSi3.

Structure (XYZ):
```
98
Properties=species:S:1:pos:R:3
Ga 0.14 1.26 -0.65
O -1.33 5.75 -0.16
C -0.52 4.96 0.18
N -1.13 2.95 -1.71
C -1.34 3.18 -3.13
C -0.38 2.45 -4.04
C -0.54 2.64 -5.41
C 0.31 2.00 -6.29
C 1.32 1.21 -5.76
C 1.41 1.08 -4.39
N 0.57 1.66 -3.52
C 0.16 4.02 0.82
C 0.40 4.40 2.23
C 1.62 4.17 2.73
C 2.60 3.50 1.91
C 2.19 2.86 0.80
N 0.92 2.95 0.25
H -1.27 4.25 -3.36
H -2.35 2.87 -3.40
H -1.33 3.29 -5.77
H 0.19 2.12 -7.35
H 2.02 0.69 -6.40
H 2.17 0.43 -3.97
H -0.40 4.87 2.80
H 1.86 4.43 3.76
H 3.62 3.38 2.25
H 2.88 2.22 0.29
C -1.49 1.36 2.34
Sb -1.65 -0.64 1.50
C -1.52 0.10 -0.56
C -1.60 -1.15 -1.40
C -0.80 -1.39 -2.53
C -1.04 -2.50 -3.31
C -2.06 -3.37 -2.97
C -2.79 -3.08 -1.83
N -2.57 -2.01 -1.07
Si -3.06 1.10 -0.98
C -2.41 2.90 -0.95
C -3.63 0.67 -2.73
C -4.50 0.81 0.17
C 0.42 -1.37 1.94
C 1.61 -0.91 1.11
C 2.84 -1.38 1.48
C 4.03 -0.92 0.85
C 3.96 -0.16 -0.25
C 2.63 0.09 -0.84
N 1.50 -0.02 0.07
Si 0.23 -3.27 1.72
C -1.05 -3.94 2.93
C 1.77 -4.34 1.97
C -0.36 -3.74 -0.01
Si 0.71 -0.97 3.80
C 1.56 0.69 3.98
C -0.89 -1.05 4.81
C 1.81 -2.18 4.75
H -2.40 1.91 2.09
H -0.63 1.87 1.91
H -1.39 1.35 3.42
H 0.01 -0.71 -2.75
H -0.43 -2.69 -4.19
H -2.28 -4.25 -3.55
H -3.60 -3.73 -1.50
H -0.55 3.71 -1.38
H -2.19 3.17 0.09
H -3.12 3.64 -1.33
H -2.78 0.57 -3.41
H -4.32 1.41 -3.13
H -4.14 -0.29 -2.71
H -4.28 1.07 1.21
H -4.74 -0.26 0.15
H -5.39 1.36 -0.13
H 2.92 -2.05 2.33
H 4.99 -1.16 1.30
H 4.83 0.25 -0.75
H 2.60 1.10 -1.28
H -0.65 -4.05 3.94
H -1.37 -4.93 2.59
H -1.94 -3.30 2.99
H 2.28 -4.19 2.92
H 2.49 -4.20 1.17
H 1.43 -5.39 1.94
H -1.43 -3.97 0.01
H 0.17 -4.64 -0.35
H -0.21 -2.96 -0.75
H 0.95 1.52 3.65
H 2.47 0.69 3.39
H 1.83 0.86 5.03
H -1.79 -0.70 4.29
H -0.78 -0.45 5.72
H -1.08 -2.08 5.12
H 2.85 -2.15 4.44
H 1.46 -3.21 4.68
H 1.77 -1.90 5.81
C 2.62 -2.09 -1.92
O 2.39 -0.70 -2.05
H 2.37 -2.54 -2.88
H 1.98 -2.53 -1.15
H 3.66 -2.31 -1.68
```

Summary:
- HOMO energy (hartree) = -0.242
- F_max (hartree/bohr) = 0.019
- net charge = 0
- E (eV) = -131214.439
- gap between HOMO and LUMO (eV) = 6.97
- LUMO level (eV) = 0.39

Entry 5:
ORCA calculation (wB97M-V/def2-TZVPD) on 3 unconnected molecules or ions with the total composition C21H39BrN4S.

Structure (XYZ):
```
66
Properties=species:S:1:pos:R:3
C 0.62 -4.41 -1.48
C 0.74 -2.86 -1.87
Br -0.80 -1.87 -1.08
C 2.09 -2.15 -1.36
C 2.21 -0.76 -2.21
C 1.69 0.62 -1.61
C 1.76 1.93 -2.45
C 2.38 1.77 -3.91
N 2.50 2.87 -4.87
S 3.21 2.16 -6.27
N 3.45 0.51 -5.89
C 2.94 0.41 -4.54
C 2.83 -0.86 -3.63
H 0.28 -4.55 -0.38
H 1.55 -5.04 -1.73
H -0.23 -4.85 -2.14
H 0.71 -2.72 -3.01
H 3.05 -2.75 -1.55
H 2.06 -1.81 -0.26
H 1.26 0.59 -0.54
H 1.40 2.95 -2.04
H 3.21 -1.90 -3.99
C -1.51 3.84 -3.12
C -1.93 4.13 -1.69
N -1.73 5.52 -1.29
C -1.85 5.72 0.16
C -3.21 5.46 0.80
C -2.38 6.53 -2.12
C -3.90 6.44 -2.29
H -0.48 4.15 -3.31
H -1.58 2.77 -3.32
H -2.16 4.35 -3.85
H -1.31 3.49 -1.04
H -2.97 3.81 -1.55
H -1.53 6.74 0.40
H -1.12 5.08 0.65
H -3.92 6.26 0.57
H -3.10 5.44 1.89
H -3.64 4.51 0.49
H -1.93 6.49 -3.11
H -2.12 7.52 -1.74
H -4.24 5.42 -2.49
H -4.20 7.06 -3.13
H -4.42 6.82 -1.41
C 2.29 -6.25 4.29
C 2.04 -4.79 3.94
N 0.79 -4.57 3.21
C 0.69 -3.24 2.62
C 0.64 -2.05 3.58
C -0.43 -5.07 3.85
C -0.76 -4.54 5.24
H 2.25 -6.89 3.40
H 3.28 -6.36 4.73
H 1.57 -6.63 5.02
H 2.87 -4.47 3.31
H 2.08 -4.19 4.86
H -0.18 -3.20 1.96
H 1.55 -3.10 1.96
H -0.33 -1.96 4.06
H 0.79 -1.12 3.01
H 1.42 -2.09 4.34
H -0.36 -6.16 3.90
H -1.28 -4.88 3.19
H 0.11 -4.53 5.91
H -1.52 -5.18 5.70
H -1.18 -3.53 5.20
```

Summary:
- HOMO energy (hartree) = -0.298
- F_max (hartree/bohr) = 0.109
- net charge = 0
- E (eV) = -109241.792
- gap between HOMO and LUMO (eV) = 6.94
- LUMO level (eV) = -1.17

Entry 6:
ORCA calculation (wB97M-V/def2-TZVPD) on C6H13N3 in the gas phase.

Structure (XYZ):
```
22
Properties=species:S:1:pos:R:3
C -2.42 1.23 0.66
C -3.26 -0.77 -0.60
C 0.11 0.12 0.22
C 1.32 -0.71 0.04
C 2.54 -0.88 0.89
C 2.75 1.22 -0.67
H -1.96 2.08 0.11
H -3.51 1.45 0.44
H -2.25 1.33 1.75
H -3.29 -0.44 -1.68
H -3.00 -1.84 -0.48
H -4.22 -0.54 -0.11
H 0.11 1.17 0.44
H 1.08 -1.63 -0.53
H 2.87 -1.93 0.95
H 2.84 -0.27 1.73
H 2.18 1.46 -1.57
H 3.79 1.41 -0.81
H 2.43 1.90 0.13
N -2.16 -0.06 0.08
N -0.94 -0.47 -0.18
N 2.62 -0.24 -0.42
```

Summary:
- HOMO energy (hartree) = -0.279
- F_max (hartree/bohr) = 0.045
- net charge = 0
- E (eV) = -10899.518
- gap between HOMO and LUMO (eV) = 8.48
- LUMO level (eV) = 0.89
- relative energy (zero: lowest compared OMol25 entry of this formula, charge and spin) (kJ/mol) = 375.7

Entry 7:
ORCA calculation (wB97M-V/def2-TZVPD) on a molecular structure, C53H45AsN3O2PSSe2W.

Structure (XYZ):
```
109
Properties=species:S:1:pos:R:3
W 0.04 -0.05 -0.85
C 1.05 -1.85 2.58
C 0.73 -2.99 1.63
C 0.31 -4.27 2.30
C -0.02 -5.40 1.67
C -0.03 -5.67 0.21
C 0.56 -4.22 -1.35
C 0.67 -4.24 -2.85
C 0.90 -2.91 -0.59
N 1.15 -1.69 -1.31
C 2.14 -1.65 -2.26
O 2.98 -2.50 -2.50
C 2.04 -0.37 -3.01
C 2.76 -0.10 -4.14
C 2.52 1.08 -4.86
C 1.48 1.91 -4.42
C 0.79 1.60 -3.27
N 1.08 0.49 -2.49
C -0.39 2.36 -2.79
O -0.80 3.37 -3.35
N -0.95 1.75 -1.70
C -2.17 2.39 -1.23
C -2.12 3.54 -0.44
C -0.91 4.41 -0.30
C -3.29 3.96 0.19
C -4.49 3.31 0.00
C -4.55 2.29 -0.93
C -3.42 1.86 -1.60
C -3.59 0.97 -2.80
H 1.88 -2.12 3.24
H 0.18 -1.60 3.19
H 1.35 -0.96 2.01
H 0.27 -4.25 3.38
H -0.32 -6.24 2.29
H -0.33 -6.70 0.02
H 0.18 -5.12 -3.25
H 1.72 -4.25 -3.15
H 0.20 -3.36 -3.28
H 3.49 -0.83 -4.46
H 3.08 1.32 -5.74
H 1.19 2.79 -4.96
H -0.05 4.02 -0.83
H -0.66 4.55 0.75
H -1.14 5.39 -0.72
H -3.24 4.83 0.83
H -5.38 3.64 0.51
H -5.50 1.82 -1.18
H -4.07 1.56 -3.58
H -4.23 0.12 -2.57
H -2.64 0.62 -3.19
S -1.48 -1.35 -2.30
C -2.87 -1.94 -1.38
C -3.74 -2.82 -2.00
C -4.93 -3.17 -1.40
C -5.29 -2.60 -0.18
C -4.42 -1.73 0.45
C -3.17 -1.42 -0.10
As -1.89 -0.19 0.68
C -0.22 -2.71 0.43
C -1.26 -3.58 0.17
C -0.80 -4.65 -0.73
C 1.32 -5.30 -0.54
C 2.29 -4.63 0.32
C 1.89 -3.26 0.56
C -2.30 -0.38 2.64
C -2.14 0.76 3.43
C -2.41 0.74 4.78
C -2.87 -0.43 5.38
C -3.04 -1.57 4.61
C -2.75 -1.55 3.26
H -3.48 -3.21 -2.98
H -5.61 -3.84 -1.90
H -6.25 -2.82 0.26
H -4.68 -1.25 1.39
H -2.08 -3.76 0.85
H -1.52 -5.13 -1.39
H 1.72 -6.15 -1.09
H 3.14 -5.09 0.77
H 2.73 -2.57 0.72
H -1.82 1.68 2.95
H -2.28 1.63 5.39
H -3.08 -0.44 6.43
H -3.40 -2.47 5.07
H -2.85 -2.46 2.67
Se 3.19 0.12 -0.15
P 2.61 2.02 0.65
Se 0.47 1.78 1.09
C 3.54 2.44 2.16
C 4.93 2.54 2.06
C 5.67 2.78 3.20
C 5.04 2.90 4.43
C 3.67 2.78 4.53
C 2.91 2.55 3.39
C 2.88 3.43 -0.48
C 3.26 3.21 -1.80
C 3.46 4.30 -2.63
C 3.28 5.58 -2.14
C 2.91 5.79 -0.82
C 2.70 4.71 0.01
H 5.40 2.42 1.10
H 6.75 2.86 3.12
H 5.63 3.09 5.31
H 3.18 2.86 5.49
H 1.83 2.46 3.45
H 3.44 2.21 -2.16
H 3.75 4.14 -3.66
H 3.44 6.43 -2.79
H 2.78 6.79 -0.45
H 2.40 4.85 1.04
```

Summary:
- HOMO energy (alpha / beta) (hartree) = -0.236 / -0.233
- F_max (hartree/bohr) = 0.074
- net charge = 0
- E (eV) = -277734.241
- gap between HOMO and LUMO (alpha / beta) (eV) = 3.94 / 3.53
- LUMO level (alpha / beta) (eV) = -2.48 / -2.81

Entry 8:
ORCA calculation (wB97M-V/def2-TZVPD) on 2 unconnected molecules or ions with the total composition C9H14.

Structure (XYZ):
```
23
Properties=species:S:1:pos:R:3
C 2.31 -1.57 -2.35
C 0.90 -1.14 -2.01
H 2.85 -1.21 -3.33
H 3.09 -1.57 -1.59
H 2.25 -2.59 -2.26
H 1.02 0.02 -2.24
H 0.36 -1.35 -2.98
H 0.54 -1.23 -1.02
C -1.44 -1.39 0.60
C 0.43 1.65 2.07
C 0.08 0.33 1.71
C -0.40 2.75 1.71
C -0.96 0.04 0.87
C -1.51 2.40 1.01
C -1.82 1.03 0.61
H 1.43 1.99 2.65
H 0.78 -0.48 2.11
H -0.12 3.76 2.08
H -2.28 3.14 0.78
H -1.34 -1.50 -0.51
H -2.51 -1.54 0.96
H -2.87 0.78 0.14
H -0.79 -2.32 1.00
```

Summary:
- HOMO energy (hartree) = -0.333
- F_max (hartree/bohr) = 0.141
- net charge = 0
- E (eV) = -9557.393
- gap between HOMO and LUMO (eV) = 10.01
- LUMO level (eV) = 0.96
- relative energy (zero: lowest compared OMol25 entry of this formula, charge and spin) (kJ/mol) = 269.1

> Look up the F_max of the fifth one.

0.109 hartree/bohr

Please write out number 6 again, unchanged.
ORCA calculation (wB97M-V/def2-TZVPD) on C6H13N3 in the gas phase.

Structure (XYZ):
```
22
Properties=species:S:1:pos:R:3
C -2.42 1.23 0.66
C -3.26 -0.77 -0.60
C 0.11 0.12 0.22
C 1.32 -0.71 0.04
C 2.54 -0.88 0.89
C 2.75 1.22 -0.67
H -1.96 2.08 0.11
H -3.51 1.45 0.44
H -2.25 1.33 1.75
H -3.29 -0.44 -1.68
H -3.00 -1.84 -0.48
H -4.22 -0.54 -0.11
H 0.11 1.17 0.44
H 1.08 -1.63 -0.53
H 2.87 -1.93 0.95
H 2.84 -0.27 1.73
H 2.18 1.46 -1.57
H 3.79 1.41 -0.81
H 2.43 1.90 0.13
N -2.16 -0.06 0.08
N -0.94 -0.47 -0.18
N 2.62 -0.24 -0.42
```

Summary:
- HOMO energy (hartree) = -0.279
- F_max (hartree/bohr) = 0.045
- net charge = 0
- E (eV) = -10899.518
- gap between HOMO and LUMO (eV) = 8.48
- LUMO level (eV) = 0.89
- relative energy (zero: lowest compared OMol25 entry of this formula, charge and spin) (kJ/mol) = 375.7

> Among the records above, which one has the highest E?

C9H14

> The highest net charge belongs to which entry?

C17H18ClFFeN3O7